# 1
Molecular formula: C4H13NO6
Method: DFT, ωB97M-V with the def2-TZVPD basis set

Element x y z (Å)
C  -1.5564  0.7784  1.0970
C  -1.7477  0.4245  -0.3410
O  -2.6751  -0.2878  -0.7064
N  -0.8896  0.9120  -1.2833
C  0.4088  1.5056  -1.0679
C  1.5740  0.6545  -1.5366
O  2.6811  1.0574  -1.7414
O  1.2348  -0.6483  -1.7217
H  -0.9907  1.6881  1.2700
H  -2.5323  0.9312  1.5562
H  -1.0510  0.0019  1.6640
H  -1.1230  0.6300  -2.2219
H  0.4919  2.4546  -1.6002
H  0.5532  1.7044  -0.0091
H  1.9869  -1.1250  -2.1126
O  -1.1659  -2.5765  0.0524
H  -0.9825  -2.1668  -0.8060
H  -2.0681  -2.2888  0.2507
O  1.3947  0.9519  1.9867
H  2.1232  1.0080  2.6107
H  1.2592  -0.0084  1.8212
O  1.1519  -1.7411  1.3083
H  1.6332  -1.7208  0.4740
H  0.2895  -2.1390  1.0570

Atoms 1-6, force components in eV/Å:
-0.07 0.61 0.57
-0.18 -0.28 -0.43
-0.07 0.03 0.11
0.24 0.16 0.29
-0.25 0.03 -0.18
0.13 -0.29 -0.05

structure (SMILES)	CC(=O)NCC(=O)O.O.O.O

Here are the natural (NBO) charges for atoms 1 to 2, given in e: -0.73 0.69

# 2
Molecular formula: C2H5S
Method: DFT, ωB97M-V with the def2-TZVPD basis set

Element x y z (Å)
S  1.0651  -0.5117  -1.4251
H  1.7378  -1.5313  -0.9447
C  -0.8541  0.3283  1.9593
C  -1.5662  0.8630  0.9644
H  -0.8136  0.7947  2.9370
H  -0.1702  -0.4882  1.7641
H  -1.2065  0.6703  -0.0443
H  -2.2560  1.6640  1.2070

Atoms 1-6, force components in eV/Å:
-0.45 0.67 -0.33
0.43 -0.67 0.32
-0.03 0.31 -0.43
1.10 0.21 0.73
-0.55 -0.41 0.31
0.24 0.21 -0.13

total charge	-1

Here are the natural (NBO) charges for atoms 1 to 2, given in e: -1.07 0.08

Energy above the lowest of the compared OMol25 structures with the same formula, charge and spin
In order: 0.0, 83.0
Unit: kJ/mol